Below is a cluster of 2 separate species, CH3OP in total in a non-equilibrium geometry, with properties calculated with wB97M-V/def2-TZVPD.

ΔE to the lowest compared entry with this formula, charge and spin	105.2	kcal per mole
charge	0
maximum force	3.07	eV/Å
calculated total energy	-456.30869	a.u.
HOMO-LUMO gap (spin up / spin down)	7.9 / 7.9	eV
E_HOMO (spin up / spin down)	-9.53 / -9.53	eV

Geometry (Å):
P 1.7311 -0.1661 -0.3409
O 3.0550 -0.5984 -0.8161
C -0.7536 -0.4525 -0.1880
H -1.0702 0.5492 -0.1489
H -1.0041 -0.7537 -1.1726
H 1.7861 -0.1251 1.1683



Below is a structure of composition C5H2ClN in a non-equilibrium geometry, with properties calculated with wB97M-V/def2-TZVPD.

ΔE to the lowest compared entry with this formula, charge and spin	43.0	kcal per mole
multiplicity	3
charge	0
maximum force	7.65	eV/Å
calculated total energy	-706.37416	a.u.
HOMO-LUMO gap (spin up / spin down)	7.1 / 5.9	eV
<S²>	2.020
E_HOMO (spin up / spin down)	-6.88 / -9.54	eV

Geometry (Å):
Cl 0.0330 3.0161 0.6239
N -0.8206 0.7880 -0.5535
C -0.0167 1.3712 0.2905
C 0.8507 0.4341 0.7879
C 0.3207 -1.2593 0.0099
C -0.5867 -0.4871 -0.7270
C 1.2189 -0.8103 1.0639
H -1.0994 -0.7695 -1.6452
H 0.1001 -2.2831 0.1496



Below is a structure of composition C25H22ClFeN6, with properties calculated with wB97M-V/def2-TZVPD.

ΔE to the lowest compared entry with this formula, charge and spin	4.8	kcal per mole
multiplicity	6
charge	+2
maximum force	0.97	eV/Å
calculated total energy	-3017.80741	a.u.
HOMO-LUMO gap (spin up / spin down)	8.2 / 6.4	eV
<S²>	8.799
E_HOMO (spin up / spin down)	-13.69 / -14.40	eV

Geometry (Å):
Fe 1.4969 1.0942 -0.6501
Cl -2.3835 4.7570 -2.5939
N 1.6145 2.1985 1.1204
N 0.0248 1.6908 -2.0418
N 0.2344 -0.2130 0.4698
N 0.5192 2.2878 1.9154
N 2.7392 -0.5677 -0.8032
N 2.2135 -1.8146 -0.8334
C 0.4410 -3.0798 -1.8665
C -0.1687 1.1491 2.4250
C -1.4844 -1.5313 -0.6634
C -0.6464 2.8404 -1.8975
C 0.8217 -2.0387 -1.0358
C -0.1415 -1.2574 -0.3864
C -0.3421 -0.0518 1.6656
C 0.3044 3.5740 2.2749
C -1.6181 -0.9616 3.5449
C -1.4164 0.2100 4.2893
C 2.0788 3.4478 0.9974
C 4.0596 -0.7221 -0.7015
C -1.2821 -4.5173 -3.0013
C -0.6821 1.2445 3.6968
C -1.0866 1.3137 -4.1107
C -0.8976 -3.3755 -2.1063
C -1.9108 0.3368 5.6926
C 3.1929 -2.7370 -0.7535
C -1.0874 -1.0951 2.2931
C -1.5577 3.2776 -2.8395
C 4.3940 -2.0745 -0.6635
C -1.7818 2.5039 -3.9697
C 1.2838 4.3491 1.7046
C -0.1922 0.9353 -3.1304
C -1.8559 -2.5608 -1.5048
H -0.4944 2.1373 4.2790
H 4.7097 0.1367 -0.6519
H 2.9796 -3.7927 -0.7467
H -2.2398 -0.9013 -0.2091
H -2.4893 2.8322 -4.7195
H -1.2350 0.6853 -4.9772
H -1.1218 0.0372 6.3888
H -1.2238 -4.2197 -4.0506
H 1.2063 -3.6729 -2.3533
H 1.4084 5.4143 1.7880
H -2.7652 -0.3114 5.8760
H -0.5354 3.8617 2.8838
H 5.3765 -2.5047 -0.5844
H -2.1747 1.3650 5.9355
H 0.3686 0.0117 -3.2041
H -1.1973 -2.0311 1.7647
H 2.9868 3.6398 0.4459
H -2.1759 -1.7801 3.9812
H -0.4506 3.4292 -1.0091
H -2.3012 -4.8460 -2.8091
H -2.9065 -2.7402 -1.6955
H -0.6084 -5.3627 -2.8691



Below is a structure of composition C25H28IO10PtSSb, with properties calculated with wB97M-V/def2-TZVPD.

ΔE to the lowest compared entry with this formula, charge and spin	0.0	kcal per mole
charge	0
maximum force	0.56	eV/Å
calculated total energy	-2777.30047	a.u.
HOMO-LUMO gap	7.1	eV
E_HOMO	-9.00	eV

Geometry (Å):
Pt 0.0249 0.3382 -0.2401
I -7.1000 5.6407 -1.1589
Sb -1.5580 -1.3853 0.9255
S 0.8724 -2.1799 -1.9619
O -0.2196 -1.1206 -1.6340
O 1.9712 0.0909 -0.2317
O 0.2078 -3.1748 -2.7523
O 1.5364 -2.6167 -0.7645
O 0.3942 -0.9739 2.3976
O 1.9444 3.0967 1.7341
O 0.2657 1.8972 0.9342
O 4.0082 -0.5693 0.2679
O -1.7535 1.1274 -0.7715
O -2.5034 0.9033 1.3020
C -3.6138 2.4288 -0.1461
C 2.6101 0.4656 -4.4555
C 2.9042 -0.2479 0.6325
C 2.0281 -1.2979 -2.9536
C 0.5151 0.1751 3.2735
C 0.9439 -0.5000 4.5785
C -0.8068 -3.3562 0.8528
C 1.7051 0.9385 2.6772
C -3.1409 -1.5376 -0.4660
C -2.5568 1.4361 0.1831
C -5.5994 4.2596 -0.7225
C 3.9294 0.0265 -4.4858
C 1.8376 -1.6568 4.0537
C -5.4894 3.7558 0.5664
C 4.9600 0.7342 -5.3212
C -3.7288 2.9458 -1.4319
C -2.4446 -1.4967 2.8357
C -4.4949 2.8352 0.8496
C 1.6553 -0.1902 -3.6945
C 4.2781 -1.0901 -3.7299
C -4.7262 3.8608 -1.7251
C 1.7573 -1.4540 2.5382
C 2.5813 -0.2290 2.1227
C 3.3388 -1.7532 -2.9620
C 1.3387 2.0570 1.6996
H -2.7619 -1.3323 -1.4626
H 4.6450 1.7490 -5.5607
H -4.3893 2.4277 1.8456
H 5.3062 -1.4314 -3.7256
H -3.0337 2.6307 -2.1974
H 0.0191 -3.4717 1.5476
H -2.7038 -0.5140 3.2114
H 1.4290 -2.6278 4.3315
H 2.2535 1.4458 3.4687
H 2.8642 -1.6057 4.4119
H 2.3253 1.3412 -5.0264
H -6.1719 4.0787 1.3399
H 0.6325 0.1615 -3.6754
H -1.6634 -3.9437 1.1946
H 1.9007 -2.3281 1.9080
H -3.3508 -2.0910 2.7063
H 3.6237 -2.5946 -2.3450
H 0.0788 -0.8823 5.1191
H -4.8207 4.2620 -2.7243
H 3.5508 -0.2496 2.6149
H 5.1240 0.2042 -6.2619
H 5.9166 0.7861 -4.8015
H -3.4847 -2.5712 -0.4081
H -0.5095 -3.6655 -0.1416
H -0.4261 0.7199 3.2824
H -3.9461 -0.8586 -0.1996
H 1.4745 0.1886 5.2337
H -1.7545 -2.0114 3.4988



Below is a structure of composition C18H20N4O7RuS2, with properties calculated with wB97M-V/def2-TZVPD.

ΔE to the lowest compared entry with this formula, charge and spin	17.8	kcal per mole
multiplicity	2
charge	-1
maximum force	0.96	eV/Å
calculated total energy	-2335.03317	a.u.
HOMO-LUMO gap (spin up / spin down)	6.2 / 6.4	eV
<S²>	0.758
E_HOMO (spin up / spin down)	-3.72 / -3.92	eV

Geometry (Å):
Ru -0.0801 0.3415 0.8469
S -1.5732 -0.5324 2.4064
S 1.5795 -0.1979 2.1590
O -2.2623 0.6157 -0.2657
O 2.5418 2.0635 0.5346
O 0.1473 -0.0363 -2.7334
O -0.6660 2.9275 -1.1533
O -0.5685 2.1634 1.6247
O -0.5802 4.3281 2.1103
O -3.4689 2.2602 0.6287
N -0.1248 -1.4606 -0.0828
N 1.3399 0.8706 -0.9908
N -1.3876 -2.9565 -1.5756
N 2.2162 0.6996 -3.1901
C -2.3106 -3.8895 -0.9474
C 2.0099 0.2533 -4.5501
C 2.4464 1.5937 -0.5939
C -0.2188 -2.1838 5.8293
C 0.8587 -0.9771 3.5649
C -2.0574 2.8227 -1.2242
C -1.0505 -1.7102 4.8315
C 1.1642 -2.0593 5.7040
C 1.1728 0.4833 -2.2684
C -0.2043 3.8150 -0.1418
C 1.6926 -1.4570 4.5762
C 3.5171 1.8025 -1.5725
C -0.9574 -3.2049 -2.9424
C -0.4592 3.4073 1.3153
C -0.7128 -2.1417 -0.8009
C 3.3598 1.3455 -2.8170
C -2.5848 1.7842 -0.2454
C -0.5284 -1.1028 3.6837
H -0.6574 4.8017 -0.2795
H 1.1374 0.7364 -4.9903
H -2.2964 2.4534 -2.2236
H 4.4072 2.3283 -1.2650
H -0.3768 -4.1311 -3.0040
H 1.8451 -0.8242 -4.5857
H -0.3630 -2.3566 -3.2733
H 1.8222 -2.4235 6.4835
H 2.7654 -1.3440 4.4659
H -3.5917 1.5687 1.3040
H -2.5664 -3.5237 0.0445
H -2.5578 3.7816 -1.0507
H -0.6471 -2.6472 6.7105
H -2.1265 -1.8010 4.9281
H 2.8960 0.5003 -5.1336
H 4.1068 1.4692 -3.5920
H -1.8400 -3.2979 -3.5772
H 0.8745 3.8855 -0.2714
H -1.8643 -4.8850 -0.8603
H -3.2177 -3.9584 -1.5498



Below is a structure of composition C4H8NS in a non-equilibrium geometry, with properties calculated with wB97M-V/def2-TZVPD.

ΔE to the lowest compared entry with this formula, charge and spin	76.6	kcal per mole
charge	+1
maximum force	3.31	eV/Å
calculated total energy	-609.74795	a.u.
HOMO-LUMO gap	8.9	eV
E_HOMO	-13.94	eV

Geometry (Å):
S -0.7714 1.0205 -1.3044
N 1.4252 -0.5593 -0.1727
C 1.9825 -1.6511 -0.4978
C -2.7645 1.1121 0.5526
C 2.9201 -0.6348 -0.1544
C -1.4945 0.5159 0.0830
H -3.1666 0.5174 1.3515
H -3.5584 1.3284 -0.3302
H -2.6529 2.1647 0.8617
H 0.6141 0.0847 -0.6617
H 1.7898 -2.7404 -0.5637
H -1.1089 -0.1268 0.8584
H 3.2375 -0.7866 0.8622
H 3.5480 -0.2447 -0.8846



Below is a structure of composition C38H21F15GeN6OsS2 in a non-equilibrium geometry, with properties calculated with wB97M-V/def2-TZVPD.

ΔE to the lowest compared entry with this formula, charge and spin	10.6	kcal per mole
multiplicity	5
charge	+2
maximum force	1.16	eV/Å
calculated total energy	-6250.57195	a.u.
HOMO-LUMO gap (spin up / spin down)	7.4 / 5.9	eV
<S²>	6.042
E_HOMO (spin up / spin down)	-13.63 / -13.87	eV

Geometry (Å):
Os 0.5184 -0.1341 -0.3201
Ge -0.9577 -3.0983 -2.8602
S -0.7559 -1.0554 -1.9556
S -0.0826 -2.1750 1.3857
F 2.3155 -7.7445 -0.8205
F -5.2253 -5.4705 -4.7721
F 1.9837 -3.3209 -2.3777
F 1.4506 -4.4162 -7.4255
F 0.2397 -2.4015 -8.7688
F -1.8701 -1.0188 -4.8174
F -3.2695 -2.2339 -0.8764
F -2.6003 -4.8409 -4.7332
F -6.8704 -4.5045 -2.8385
F -0.3816 -7.9064 -0.7051
F 1.0276 -4.7199 -4.7805
F -1.3896 -0.6658 -7.4639
F -1.8901 -5.8041 -1.4562
F 3.5284 -5.4500 -1.6001
F -5.8853 -2.8919 -0.8899
N 2.1952 -0.1925 -1.4045
N -1.8966 -0.2738 1.8245
N 1.9232 0.5568 1.0724
N -0.1626 2.0863 -0.9454
N -2.0629 -2.1462 3.1075
N -1.4002 0.4661 0.8021
C 1.7809 0.7822 2.5137
C 0.0171 1.6091 4.0876
C -0.7316 2.6353 4.6498
C -3.1676 2.0832 1.2711
C -1.0138 -1.8364 -5.4564
C 0.3949 2.7303 -1.9654
C -0.3965 -2.8456 -4.7330
C -5.5959 -4.1780 -2.8432
C 0.0340 -4.5362 -1.9640
C 3.9100 -0.2354 -2.8572
C -1.4414 2.3286 -0.6258
C 0.7963 1.8373 2.9580
C -5.0889 -3.3520 -1.8508
C 1.4171 -4.4699 -1.9620
C -3.4177 -4.3131 -3.8139
C -4.7539 -4.6679 -3.8330
C 0.0245 4.1233 2.9256
C -1.6296 3.8999 -2.4175
C 0.2007 -6.7961 -1.1277
C -0.8030 -1.6585 -6.8092
C 0.0338 -2.5435 -7.4763
C 3.1426 0.6191 0.5819
C 0.4350 -3.7120 -5.4255
C -0.7215 3.8997 4.0754
C -1.9865 1.5727 0.5152
C 0.7848 3.1013 2.3744
C 0.6552 -3.5750 -6.7848
C -2.2120 3.2208 -1.3564
C 4.4112 0.2293 -1.6397
C 2.2058 -5.5341 -1.5830
C 3.3306 0.2562 -0.7496
C -0.2979 3.6667 -2.7178
C -1.4241 -1.4993 2.1385
C -2.8902 -3.4691 -2.8476
C 2.5535 -0.4805 -2.6790
C -0.5604 -5.7080 -1.5199
C -3.7500 -3.0153 -1.8657
C 1.5853 -6.7111 -1.1774
H 1.5438 -0.1713 2.9929
H -1.7476 -3.0655 3.3716
H 2.7566 1.0930 2.8977
H -4.0615 1.4901 1.0503
H -3.3789 3.1165 1.0166
H 3.9708 0.9410 1.2051
H 1.8416 -0.8462 -3.4029
H -2.7007 0.0773 2.3244
H -1.3000 2.4549 5.5539
H -3.2588 3.3618 -1.1253
H -2.9755 2.0474 2.3444
H 1.4031 3.3009 1.5057
H 4.4607 -0.3901 -3.7698
H 1.4314 2.4957 -2.1787
H 0.1982 4.1932 -3.5204
H -1.2759 4.7080 4.5340
H 0.0347 0.6327 4.5613
H 5.4263 0.5167 -1.4160
H -2.9171 -1.8092 3.5248
H -2.2115 4.6032 -2.9975
H 0.0418 5.1069 2.4728



Below is the ion C6H11N2O5 with charge -1 in a non-equilibrium geometry, with properties calculated with wB97M-V/def2-TZVPD.

ΔE to the lowest compared entry with this formula, charge and spin	9.9	kcal per mole
charge	-1
maximum force	3.91	eV/Å
calculated total energy	-720.69678	a.u.
HOMO-LUMO gap	7.2	eV
E_HOMO	-3.66	eV

Geometry (Å):
O -1.4311 -2.3572 -1.6651
O -1.6619 0.7283 0.9591
O 1.8640 0.3401 1.4478
O -0.9433 -0.5154 -2.8134
O 0.2322 -1.2965 1.4363
N 0.6153 0.0014 1.3630
N -0.7329 -1.2973 -1.8201
C 0.1511 2.2178 0.7652
C 0.2662 -0.9283 -1.0585
C 1.5038 -0.2217 -1.6477
C -2.3884 -0.4130 0.9251
C -0.3125 0.7997 0.8975
C 0.6334 -1.8358 0.0698
H -2.9003 -0.6497 1.9188
H 0.2083 -2.8794 -0.0563
H -1.7958 -1.2751 0.6485
H -3.1339 -0.3119 0.2089
H -0.3391 2.7238 0.0233
H 1.3618 0.8005 -1.2883
H -0.1257 2.7357 1.7058
H 1.1851 2.2313 0.5696
H 1.6930 -1.9223 0.0322
H 1.4035 -0.2996 -2.8039
H 2.4645 -0.6561 -1.3278



> What is the formula in the eighth record?

C6H11N2O5



> Among the records above, which one has the lowest ΔE to the lowest compared entry with this formula, charge and spin?

C25H28IO10PtSSb



> What is the ΔE to the lowest compared entry with this formula, charge and spin in the eighth record?

9.9 kcal per mole